Entry 1:
DFT (the ωB97M-V functional and the def2-TZVPD basis) results for 12 unconnected molecules or ions with the total composition C26H82N6O12 at a distorted geometry.

```
126
Properties=species:S:1:pos:R:3
O -0.346 -4.021 -2.225
H -0.523 -3.980 -3.168
H 0.057 -3.195 -1.949
H -1.195 -4.253 -1.843
C -0.847 -0.012 -1.780
C 0.216 -0.657 -0.902
O 0.922 -1.699 -1.489
H -1.412 0.771 -1.273
H -1.632 -0.726 -2.031
H -0.432 0.525 -2.633
H -0.245 -0.805 0.074
H 0.913 0.167 -0.750
C -4.058 -2.720 -0.360
C -3.487 -4.149 -0.185
C -4.465 -5.241 0.334
O -3.912 -6.523 0.131
C -3.063 -7.016 1.090
N -2.831 -4.663 -1.445
H -4.957 -2.840 -0.965
H -3.287 -2.052 -0.744
H -4.455 -2.314 0.571
H -2.641 -4.225 0.498
H -5.380 -5.149 -0.251
H -4.773 -5.172 1.377
H -2.702 -7.963 0.691
H -3.591 -7.074 2.042
H -2.183 -6.394 1.249
H -3.045 -5.643 -1.327
H -3.479 -4.514 -2.206
C 4.463 -2.147 6.865
C 3.315 -2.643 6.014
C 3.378 -2.171 4.468
O 2.207 -2.484 3.760
C 2.320 -2.065 2.422
N 3.344 -4.103 6.036
H 4.661 -1.088 6.697
H 5.334 -2.734 6.574
H 4.310 -2.387 7.917
H 2.386 -2.229 6.406
H 4.263 -2.587 3.988
H 3.594 -1.103 4.517
H 1.390 -2.124 1.858
H 3.009 -2.658 1.821
H 2.650 -1.027 2.381
H 2.576 -4.427 5.465
H 4.152 -4.379 5.495
C -2.957 4.256 -6.361
C -1.464 4.319 -6.541
C -0.820 3.094 -7.190
O -0.916 1.948 -6.368
C -0.018 1.947 -5.252
N -1.289 5.533 -7.339
H -3.367 5.224 -6.072
H -3.185 3.538 -5.573
H -3.446 3.922 -7.276
H -0.916 4.532 -5.623
H 0.227 3.189 -7.479
H -1.220 2.759 -8.147
H -0.362 1.125 -4.625
H 0.005 2.851 -4.643
H 0.965 1.812 -5.702
H -1.894 6.186 -6.862
H -1.599 5.303 -8.272
C -1.719 -2.513 5.227
C -1.722 -3.036 3.759
C -1.654 -1.936 2.690
O -2.630 -0.952 2.926
C -2.505 0.173 2.010
N -0.576 -3.978 3.657
H -2.305 -1.594 5.258
H -0.747 -2.203 5.612
H -2.195 -3.264 5.856
H -2.635 -3.607 3.593
H -1.819 -2.463 1.751
H -0.675 -1.475 2.820
H -2.805 -0.049 0.987
H -1.502 0.601 2.020
H -3.270 0.869 2.355
H -0.617 -4.322 2.709
H 0.230 -3.373 3.721
C 0.027 6.713 -2.607
C 0.237 5.236 -2.268
C -1.083 4.405 -2.375
O -2.135 4.886 -1.513
C -3.272 4.054 -1.576
N 1.232 4.719 -3.197
H -0.250 6.735 -3.661
H 0.990 7.213 -2.500
H -0.738 7.165 -1.976
H 0.661 5.159 -1.267
H -0.800 3.402 -2.056
H -1.485 4.431 -3.388
H -3.690 4.441 -2.505
H -3.953 4.225 -0.742
H -3.226 2.977 -1.742
H 1.171 3.730 -3.002
H 2.085 5.087 -2.800
C 2.610 2.993 1.152
C 2.893 3.310 2.603
C 2.560 2.003 3.509
O 1.207 1.657 3.234
C 0.577 1.057 4.296
N 4.331 3.688 2.686
H 3.415 2.354 0.788
H 2.610 3.895 0.539
H 1.730 2.440 0.823
H 2.255 4.117 2.963
H 2.855 2.327 4.507
H 3.200 1.166 3.229
H 1.104 0.191 4.696
H -0.397 0.670 3.997
H 0.534 1.773 5.116
H 4.444 4.252 1.855
H 4.973 2.910 2.643
O 2.801 -3.861 -0.508
H 2.206 -3.263 -0.961
H 2.348 -4.704 -0.520
O 4.025 -1.090 -0.637
H 4.473 -1.892 -0.908
H 3.105 -1.245 -0.850
O 1.962 -0.163 -3.760
H 1.619 -0.816 -3.150
H 2.210 0.577 -3.206
O 2.878 2.086 -2.196
H 3.381 2.900 -2.153
H 3.196 1.569 -1.456
```

Properties
LUMO energy: -0.46 eV
energy relative to the best compared isomer or geometry (same formula, charge and spin): 400.0 kJ/mol
E_tot: -61795.6461 eV
orbital gap: 8.11 eV
net charge: 0
HOMO level: -8.6 eV

Entry 2:
DFT (the ωB97M-V functional and the def2-TZVPD basis) results for 2 unconnected molecules or ions with the total composition C2H6INO at a distorted geometry.

```
11
Properties=species:S:1:pos:R:3
C -0.348 0.922 -0.062
C -0.152 -0.449 0.481
N 1.632 -1.111 -0.519
O -0.995 -1.430 0.131
I 3.133 0.163 -0.059
H 0.432 1.587 0.291
H -1.311 1.298 0.285
H -0.341 0.915 -1.151
H 0.164 -0.557 1.509
H 1.771 -1.953 0.032
H -1.256 -1.344 -0.798
```

Properties
LUMO energy (spin up / spin down): 0.05 / -1.77 eV
<S²>: 2.009
E_tot: -13804.2707 eV
orbital gap (spin up / spin down): 5.55 / 7.60 eV
2S+1: 3
net charge: 0
HOMO level (spin up / spin down): -5.5 / -9.4 eV

Entry 3:
DFT (the ωB97M-V functional and the def2-TZVPD basis) results for a single C13H27NO2Si molecule at a distorted geometry.

```
44
Properties=species:S:1:pos:R:3
O -0.450 3.055 -0.308
O -2.114 1.778 -1.243
C -1.004 2.608 -1.300
C 0.818 3.184 -2.714
C -0.468 2.900 -2.666
N 1.260 -2.110 1.200
C -1.392 2.903 -3.834
C 0.733 -4.546 1.224
C 1.115 -1.636 -1.236
C -2.639 1.729 0.052
C 0.232 -3.119 1.348
C 1.964 -2.107 -0.090
C -1.725 1.154 1.183
C 0.627 -0.133 3.403
C 1.572 0.858 0.712
C -1.243 -0.265 0.873
Si 0.502 -0.465 1.556
H 1.406 3.206 -1.842
H 1.305 3.473 -3.632
H -1.874 3.868 -3.947
H -2.160 2.162 -3.670
H -0.851 2.674 -4.764
H 0.863 -4.845 0.180
H 1.727 -4.699 1.668
H 0.066 -5.256 1.700
H 1.639 -1.708 -2.182
H 0.218 -2.205 -1.312
H 0.820 -0.599 -1.152
H -2.917 2.779 0.254
H -3.533 1.113 0.033
H -0.192 -2.981 2.345
H -0.601 -2.865 0.705
H 2.903 -1.542 0.015
H 2.282 -3.146 -0.245
H -0.812 1.763 1.334
H -2.235 1.190 2.160
H 1.642 0.052 3.752
H 0.228 -0.976 3.961
H 0.048 0.773 3.615
H 1.178 1.257 -0.189
H 1.657 1.736 1.376
H 2.568 0.444 0.557
H -1.248 -0.451 -0.206
H -1.909 -1.003 1.329
```

Properties
LUMO energy: 0.68 eV
SMILES string: C=C(C)C(=O)OCCC[Si](C)(C)N(CC)CC
energy relative to the best compared isomer or geometry (same formula, charge and spin): 0.0 kJ/mol
E_tot: -27381.9381 eV
orbital gap: 8.90 eV
net charge: 0
HOMO level: -8.2 eV

Entry 4:
DFT (the ωB97M-V functional and the def2-TZVPD basis) results for a single C3H7N3S molecule at a distorted geometry.

```
14
Properties=species:S:1:pos:R:3
C 0.636 0.299 0.433
C -0.601 -0.481 1.085
C -0.134 1.080 -0.643
H 2.137 -1.098 0.225
H 2.082 -0.172 -1.066
H 1.096 0.903 1.216
H -1.063 0.203 1.762
H -0.282 -1.383 1.668
H -1.017 -1.542 -0.506
H -1.972 0.711 -1.527
N 1.517 -0.612 -0.298
N -1.528 -0.739 -0.063
N -1.276 0.412 -0.852
S 0.406 2.420 -1.434
```

Properties
LUMO energy: 0.75 eV
SMILES string: N[C@@H]1CNNC1=S
energy relative to the best compared isomer or geometry (same formula, charge and spin): 154.8 kJ/mol
E_tot: -18528.8657 eV
orbital gap: 9.07 eV
net charge: 0
HOMO level: -8.3 eV